1.
C22H22CrN6O2S3 | ωB97M-V/def2-TZVPD

## Properties
**Total charge**: +1
**Multiplicity**: 4
**⟨S²⟩**: 3.817
**E_tot**: -3569.51266 hartree
**ΔE to the lowest compared entry with this formula, charge and spin**: 8.2 kcal per mole
**Maximum force**: 0.48 eV/Å
**Gap between HOMO and LUMO (alpha / beta)**: 8.24 / 8.25 eV
**HOMO energy (alpha / beta)**: -11.0 / -11.0 eV

```
56
C22H22CrN6O2S3, DFT ωB97M-V/def2-TZVPD
Cr -0.41 0.32 0.03
S -4.81 0.22 0.81
C -4.63 1.32 -0.52
C -5.62 2.04 -1.18
C -5.25 2.81 -2.27
C -3.92 2.83 -2.71
C -2.94 2.13 -2.05
C -3.30 1.39 -0.93
N -2.45 0.62 -0.14
C -3.11 -0.07 0.76
C -2.39 -1.03 1.58
C -3.02 -1.85 2.52
C -2.25 -2.76 3.23
C -0.89 -2.84 3.00
C -0.27 -2.02 2.06
C -1.01 -1.10 1.33
H -6.66 2.00 -0.87
H -6.00 3.37 -2.81
H -3.67 3.40 -3.60
H -1.93 2.09 -2.44
H -4.08 -1.78 2.70
H -2.72 -3.40 3.96
H -0.30 -3.55 3.56
H 0.80 -2.08 1.94
C 0.67 4.92 2.31
O 0.15 3.58 2.44
C 0.05 2.80 1.40
O -0.41 1.67 1.54
N 0.44 3.25 0.18
N 0.33 2.33 -0.88
H 0.61 5.35 3.31
H 0.06 5.50 1.62
H 1.72 4.88 2.00
H 0.96 4.10 0.05
H 1.26 2.04 -1.21
H -0.18 2.73 -1.66
C 2.33 -4.04 -2.17
C 3.06 -3.11 -1.26
C 4.36 -3.24 -0.85
C 4.89 -2.26 0.01
N 4.17 -1.23 0.44
C 2.91 -1.12 0.03
S 1.98 0.21 0.60
N 2.37 -2.04 -0.80
C 6.29 -2.33 0.50
H 3.00 -4.83 -2.50
H 1.96 -3.50 -3.03
H 1.48 -4.48 -1.65
H 4.96 -4.08 -1.18
H 1.41 -1.88 -1.13
H 6.82 -3.19 0.08
H 6.30 -2.40 1.58
H 6.81 -1.42 0.22
S -0.58 -1.21 -1.84
C 0.09 0.02 -2.79
N 0.57 0.92 -3.33
```

***

2.
C18H40N2O5S5 | ωB97M-V/def2-TZVPD

## Properties
**E_tot**: -3186.30564 hartree
**ΔE to the lowest compared entry with this formula, charge and spin**: 7.5 kcal per mole
**Maximum force**: 1.13 eV/Å
**Gap between HOMO and LUMO**: 8.66 eV
**HOMO energy**: -8.5 eV

```
70
C18H40N2O5S5, DFT ωB97M-V/def2-TZVPD
C -1.57 -4.51 3.94
S -2.34 -4.84 2.36
O -1.69 -6.09 1.88
C -1.58 -3.49 1.48
H -0.50 -4.55 3.75
H -1.82 -5.33 4.61
H -1.82 -3.55 4.36
H -0.51 -3.62 1.32
H -1.78 -2.52 1.94
H -2.06 -3.46 0.50
C 2.04 -2.98 4.38
S 1.07 -1.77 3.49
O -0.14 -1.53 4.32
C 2.16 -0.37 3.77
H 3.05 -3.02 3.96
H 1.51 -3.93 4.31
H 2.10 -2.64 5.41
H 2.58 -0.44 4.78
H 1.59 0.53 3.57
H 2.99 -0.40 3.06
C -4.88 -2.34 -5.38
S -4.99 -0.69 -6.08
O -6.36 -0.18 -5.86
C -4.01 0.13 -4.83
H -3.86 -2.70 -5.57
H -5.61 -2.96 -5.89
H -5.11 -2.31 -4.31
H -2.94 -0.07 -4.80
H -4.53 -0.01 -3.88
H -4.11 1.19 -5.08
C 4.76 2.15 3.57
S 4.45 2.46 1.82
O 3.90 1.23 1.17
C 3.05 3.56 2.08
H 3.86 1.86 4.11
H 5.18 3.10 3.91
H 5.54 1.39 3.63
H 2.47 3.21 2.93
H 2.42 3.53 1.20
H 3.43 4.57 2.20
C 2.11 -2.16 -0.07
S 3.81 -2.05 0.49
O 4.39 -3.37 0.16
C 4.31 -0.96 -0.86
H 2.13 -2.85 -0.92
H 1.69 -1.22 -0.42
H 1.44 -2.61 0.66
H 5.38 -0.83 -0.78
H 3.80 -0.01 -0.86
H 4.13 -1.57 -1.75
N -1.55 3.98 -4.17
C -0.91 5.09 -3.72
C -1.64 5.60 -2.69
C -2.72 4.71 -2.45
C -2.66 3.73 -3.41
H -1.29 3.41 -4.96
H 0.01 5.45 -4.15
H -1.44 6.46 -2.07
H -3.45 4.79 -1.66
H -3.34 2.93 -3.66
N -1.61 2.09 -1.00
C -1.91 0.78 -1.01
C -0.98 0.12 -0.26
C -0.05 1.08 0.19
C -0.45 2.30 -0.29
H -2.13 2.82 -1.47
H -2.77 0.40 -1.54
H -0.94 -0.95 -0.16
H 0.84 0.91 0.78
H -0.13 3.31 -0.09
```

***

3.
C5H11NO2 | ωB97M-V/def2-TZVPD

## Properties
**SMILES**: CN(C)C(=O)CCO
**E_tot**: -402.33827 hartree
**ΔE to the lowest compared entry with this formula, charge and spin**: 25.0 kcal per mole
**Maximum force**: 1.04 eV/Å
**Gap between HOMO and LUMO**: 9.94 eV
**HOMO energy**: -9.1 eV

```
19
C5H11NO2, DFT ωB97M-V/def2-TZVPD
C -0.97 -0.72 2.06
N -0.48 0.16 1.02
C 0.86 0.71 1.20
C -1.06 0.06 -0.21
O -2.16 -0.44 -0.36
C -0.41 0.69 -1.42
C 0.89 0.03 -1.92
O 1.13 -1.24 -1.31
H -0.96 -0.19 3.02
H -1.98 -1.01 1.84
H -0.37 -1.63 2.10
H 0.80 1.74 1.50
H 1.49 0.54 0.34
H 1.35 0.23 2.02
H -1.15 0.66 -2.22
H -0.20 1.76 -1.24
H 0.92 -0.09 -3.01
H 1.76 0.64 -1.68
H 0.53 -1.89 -1.72
```

***

4.
C2HBr2NO2 | ωB97M-V/def2-TZVPD

## Properties
**E_tot**: -5429.94622 hartree
**ΔE to the lowest compared entry with this formula, charge and spin**: 3.8 kcal per mole
**Maximum force**: 4.71 eV/Å
**Gap between HOMO and LUMO**: 9.99 eV
**HOMO energy**: -10.2 eV

```
8
C2HBr2NO2, DFT ωB97M-V/def2-TZVPD
C 0.70 -0.45 -1.09
C -0.91 -0.26 1.02
N 0.94 0.72 -1.08
O -1.67 -0.86 0.37
O 0.97 1.87 -0.96
Br 0.46 -1.25 1.95
Br -1.22 1.49 1.54
H 0.72 -1.26 -1.75
```

***

5.
C34H43F18N5O14 | ωB97M-V/def2-TZVPD

## Properties
**SMILES**: Nc1cccc2c1C(=O)N(CC(N)(N)N)C2=O.CCOC(=O)C(F)(F)F.CCOC(=O)C(F)(F)F.CCOC(=O)C(F)(F)F.CCOC(=O)C(F)(F)F.CCOC(=O)C(F)(F)F.CCOC(=O)C(F)(F)F
**E_tot**: -4446.22043 hartree
**Maximum force**: 1.34 eV/Å
**Gap between HOMO and LUMO**: 9.09 eV
**HOMO energy**: -9.2 eV

```
114
C34H43F18N5O14, DFT ωB97M-V/def2-TZVPD
N 3.45 -0.36 5.10
C 2.76 0.25 4.00
C 3.28 1.37 3.35
C 2.62 1.96 2.26
C 1.38 1.49 1.81
C 0.86 0.40 2.47
C 1.53 -0.22 3.52
C 0.71 -1.40 3.94
O 1.06 -2.44 4.40
N -0.65 -1.06 3.56
C -1.21 -0.28 4.68
C -2.71 -0.59 4.96
N -2.90 -2.03 4.88
N -3.58 0.06 4.00
N -2.95 -0.06 6.32
C -0.43 -0.38 2.30
O -1.09 -0.54 1.33
H 3.62 -1.33 4.89
H 2.89 -0.32 5.94
H 4.22 1.77 3.70
H 3.07 2.82 1.78
H 0.87 1.94 0.98
H -1.09 0.80 4.55
H -0.65 -0.55 5.57
H -3.70 -2.24 5.47
H -2.12 -2.45 5.37
H -3.27 1.02 3.87
H -3.47 -0.40 3.10
H -3.85 0.39 6.33
H -2.28 0.67 6.51
C -1.28 8.27 3.43
C -0.51 7.50 2.37
O -0.59 6.08 2.59
C -1.71 5.49 2.19
O -2.65 6.01 1.67
C -1.61 3.98 2.46
F -1.17 3.73 3.70
F -0.77 3.40 1.59
F -2.80 3.40 2.32
H -0.93 7.99 4.42
H -1.14 9.34 3.29
H -2.34 8.05 3.37
H 0.55 7.74 2.43
H -0.85 7.74 1.37
C -2.48 -8.64 6.53
C -2.12 -7.25 6.06
O -3.18 -6.31 6.33
C -3.26 -5.86 7.57
O -2.55 -6.15 8.49
C -4.41 -4.85 7.67
F -5.52 -5.30 7.08
F -4.06 -3.70 7.06
F -4.70 -4.57 8.94
H -3.42 -8.96 6.08
H -1.70 -9.35 6.25
H -2.60 -8.68 7.61
H -1.99 -7.23 4.98
H -1.19 -6.90 6.51
C 7.60 -0.10 -0.59
C 8.63 0.26 0.45
O 8.33 1.54 1.07
C 7.39 1.52 2.00
O 6.78 0.58 2.39
C 7.22 2.94 2.57
F 7.14 3.86 1.60
F 8.26 3.27 3.35
F 6.11 3.02 3.30
H 7.51 0.68 -1.34
H 7.88 -1.02 -1.10
H 6.62 -0.24 -0.14
H 9.61 0.39 0.00
H 8.72 -0.50 1.22
C -3.42 -1.15 -0.98
C -2.38 -1.57 -1.99
O -2.98 -1.97 -3.24
C -3.33 -0.98 -4.05
O -3.21 0.19 -3.86
C -3.92 -1.57 -5.34
F -4.80 -2.55 -5.09
F -2.95 -2.10 -6.10
F -4.54 -0.63 -6.06
H -4.16 -1.95 -0.84
H -2.94 -0.94 -0.02
H -3.95 -0.26 -1.31
H -1.84 -2.46 -1.64
H -1.64 -0.79 -2.16
C 5.78 1.39 -7.64
C 5.48 2.28 -6.46
O 6.07 1.76 -5.25
C 7.36 1.99 -5.08
O 8.09 2.58 -5.82
C 7.81 1.40 -3.74
F 7.35 0.15 -3.56
F 7.35 2.16 -2.72
F 9.14 1.36 -3.65
H 5.45 0.37 -7.45
H 5.26 1.76 -8.53
H 6.84 1.36 -7.85
H 4.41 2.31 -6.27
H 5.82 3.30 -6.62
C -6.55 -0.87 -8.42
C -5.49 -1.31 -9.41
O -6.07 -1.70 -10.67
C -6.40 -0.71 -11.49
O -6.27 0.46 -11.29
C -6.97 -1.29 -12.80
F -7.86 -2.25 -12.55
F -5.98 -1.82 -13.53
F -7.55 -0.34 -13.52
H -7.30 -1.65 -8.30
H -6.10 -0.66 -7.46
H -7.07 0.02 -8.76
H -4.98 -2.20 -9.04
H -4.74 -0.54 -9.57
```

***

6.
C16H32N2O3 | ωB97M-V/def2-TZVPD

## Properties
**SMILES**: CCCCCC[C@H]1NC(=O)C[C@@]1(C)OCCNC[C@@H](C)O
**E_tot**: -964.06780 hartree
**ΔE to the lowest compared entry with this formula, charge and spin**: 28.3 kcal per mole
**Maximum force**: 2.02 eV/Å
**Gap between HOMO and LUMO**: 9.73 eV
**HOMO energy**: -9.0 eV

```
53
C16H32N2O3, DFT ωB97M-V/def2-TZVPD
C 1.92 -2.73 0.87
C 1.45 -3.36 -0.44
C 1.50 -2.43 -1.64
C 0.23 -1.56 -1.81
C 0.50 -0.24 -2.54
C 0.72 0.99 -1.64
C 1.67 0.76 -0.48
N 3.10 0.87 -0.87
C 3.56 2.17 -0.53
O 4.65 2.61 -0.84
C 2.50 2.86 0.30
C 1.53 1.73 0.72
C 2.12 1.13 1.99
O 0.26 2.33 0.88
C -0.66 1.66 1.71
C -1.02 0.26 1.23
N -2.17 -0.26 1.93
C -3.45 0.18 1.42
C -3.77 -0.16 -0.04
C -5.29 -0.22 -0.26
O -3.22 0.81 -0.94
H 2.67 -1.96 0.69
H 1.11 -2.29 1.46
H 2.40 -3.49 1.49
H 0.43 -3.74 -0.31
H 2.07 -4.23 -0.64
H 1.64 -3.00 -2.56
H 2.36 -1.75 -1.56
H -0.22 -1.41 -0.83
H -0.47 -2.14 -2.41
H -0.36 -0.01 -3.17
H 1.37 -0.38 -3.18
H 1.17 1.77 -2.28
H -0.23 1.39 -1.31
H 1.54 -0.24 -0.07
H 3.15 0.73 -1.88
H 2.02 3.56 -0.39
H 3.03 3.35 1.11
H 1.57 0.26 2.34
H 3.15 0.85 1.81
H 2.11 1.88 2.79
H -0.33 1.64 2.75
H -1.56 2.27 1.70
H -1.13 0.28 0.15
H -0.17 -0.40 1.44
H -2.14 -1.27 2.01
H -4.22 -0.28 2.04
H -3.57 1.26 1.55
H -3.35 -1.13 -0.32
H -5.52 -0.62 -1.24
H -5.80 -0.76 0.53
H -5.66 0.81 -0.24
H -3.19 1.65 -0.49
```

***

7.
C25H55NO2Si2Ti | ωB97M-V/def2-TZVPD

## Properties
**Total charge**: +1
**Multiplicity**: 2
**⟨S²⟩**: 0.757
**E_tot**: -2618.88829 hartree
**ΔE to the lowest compared entry with this formula, charge and spin**: 30.6 kcal per mole
**Maximum force**: 4.82 eV/Å
**Gap between HOMO and LUMO (alpha / beta)**: 8.08 / 8.18 eV
**HOMO energy (alpha / beta)**: -10.7 / -10.7 eV

```
86
C25H55NO2Si2Ti, DFT ωB97M-V/def2-TZVPD
O -1.41 -1.97 -2.41
O 1.10 1.90 -6.71
C -0.35 -2.91 -2.74
C -0.96 -4.19 -3.30
H 0.31 -3.05 -1.86
H 0.27 -2.42 -3.50
H -1.40 -4.78 -2.49
H -0.13 -4.78 -3.70
H -1.66 -4.02 -4.14
C -1.63 -0.90 -3.49
C -1.23 -1.29 -4.89
H -1.10 -0.02 -3.12
H -2.70 -0.71 -3.43
H -0.23 -0.90 -5.08
H -1.91 -0.77 -5.57
H -1.29 -2.36 -5.15
C 0.66 2.70 -5.63
C 2.42 1.40 -6.53
C -0.83 2.96 -5.75
H 1.22 3.65 -5.69
H 0.85 2.34 -4.58
H -1.09 3.17 -6.79
H -1.10 3.81 -5.12
H -1.39 2.08 -5.42
C 2.85 0.67 -7.78
H 2.54 0.69 -5.67
H 3.10 2.25 -6.32
H 2.24 -0.22 -7.95
H 3.91 0.40 -7.64
H 2.75 1.33 -8.65
H 1.86 1.43 -0.76
Ti -1.27 -1.32 -0.39
C 2.16 0.88 -1.63
Si 3.98 1.23 -1.73
H 2.05 -0.17 -1.51
H 1.54 1.16 -2.48
C 5.11 0.15 -2.80
C 4.03 0.85 0.11
C 3.38 3.03 -2.00
C -2.86 -2.14 0.12
Si -3.68 -0.47 -0.34
H -3.22 -2.61 1.05
H -3.05 -2.97 -0.62
C -4.89 -0.89 -1.69
C -2.69 0.96 -1.08
C -4.49 0.19 1.20
H 2.69 3.09 -2.86
H 4.18 3.77 -2.09
H 2.78 3.30 -1.12
H 4.89 -0.91 -2.56
H 6.16 0.40 -2.54
H 4.94 0.32 -3.88
H 4.01 -0.23 0.28
H 3.17 1.21 0.69
H 4.86 1.29 0.66
H -3.26 1.31 -1.95
H -1.65 0.81 -1.42
H -2.64 1.80 -0.37
H -5.40 0.73 0.94
H -3.83 0.86 1.75
H -4.75 -0.64 1.86
H -5.91 -0.66 -1.37
H -4.83 -1.96 -1.91
H -4.70 -0.35 -2.63
C 0.14 -3.37 1.34
N -0.04 -1.91 1.40
C 1.30 -1.34 1.76
C -0.91 -1.56 2.57
C -1.18 -0.09 2.49
C -1.56 0.62 3.65
C -1.69 2.00 3.57
C -1.33 2.65 2.39
C -0.92 1.92 1.26
C -1.04 0.53 1.26
H -0.75 -3.84 0.91
H 0.30 -3.75 2.36
H 1.02 -3.62 0.73
H 1.57 -1.71 2.77
H 2.07 -1.67 1.05
H 1.29 -0.24 1.80
H -1.83 -2.15 2.59
H -0.36 -1.82 3.50
H -1.72 0.06 4.58
H -2.03 2.57 4.44
H -1.36 3.74 2.34
H -0.58 2.44 0.36
```

***

8.
C22H33B3ClIN4O3 | ωB97M-V/def2-TZVPD

## Properties
**E_tot**: -2135.52100 hartree
**Maximum force**: 1.44 eV/Å
**Gap between HOMO and LUMO**: 8.08 eV
**HOMO energy**: -8.2 eV

```
67
C22H33B3ClIN4O3, DFT ωB97M-V/def2-TZVPD
C -0.92 0.04 4.49
C -1.59 -0.74 3.38
Cl -2.64 -1.99 4.16
C -2.49 0.16 2.54
B -1.70 1.16 1.63
O -2.38 1.96 0.71
B -1.92 1.65 -0.55
O -0.55 1.64 -0.74
B 0.12 1.01 0.30
C 1.28 0.01 -0.01
C 0.70 -1.43 0.02
C 1.25 -2.43 1.05
I 2.34 -1.66 2.71
O -0.31 1.23 1.61
H -0.36 -0.62 5.14
H -1.69 0.56 5.06
H -0.24 0.79 4.09
H -0.87 -1.25 2.75
H -3.05 -0.48 1.84
H -3.23 0.67 3.15
H -2.69 1.41 -1.43
H 1.57 0.23 -1.04
H 2.17 0.18 0.60
H -0.39 -1.37 0.16
H 0.81 -1.86 -0.97
H 0.43 -3.01 1.46
H 1.88 -3.16 0.55
N 2.85 3.09 -2.13
C 3.36 4.32 -2.46
C 4.62 4.12 -2.96
C 4.88 2.72 -2.93
C 3.76 2.12 -2.42
H 1.94 2.93 -1.74
H 2.79 5.21 -2.31
H 5.29 4.89 -3.30
H 5.77 2.22 -3.26
H 3.54 1.08 -2.24
N 6.11 2.31 0.84
C 6.60 2.17 2.11
C 5.83 2.94 2.94
C 4.84 3.57 2.14
C 5.04 3.15 0.85
H 6.48 1.86 0.02
H 7.45 1.54 2.32
H 5.97 3.05 4.01
H 4.07 4.24 2.47
H 4.51 3.39 -0.06
N -3.66 -4.88 1.04
C -4.30 -4.04 1.91
C -5.58 -4.52 2.07
C -5.70 -5.68 1.26
C -4.50 -5.88 0.64
H -2.71 -4.77 0.74
H -3.80 -3.19 2.35
H -6.34 -4.08 2.70
H -6.57 -6.30 1.16
H -4.17 -6.64 -0.05
N -2.51 -0.25 -4.12
C -2.82 -1.39 -4.81
C -3.94 -1.13 -5.56
C -4.32 0.21 -5.32
C -3.42 0.74 -4.43
H -1.74 -0.14 -3.49
H -2.23 -2.28 -4.71
H -4.43 -1.84 -6.21
H -5.15 0.74 -5.74
H -3.34 1.71 -3.99
```

***

- Which of these has the lowest E_tot?
  C2HBr2NO2

***

- Which of these has the lowest E_tot?
  C2HBr2NO2

***

- Among the records above, which one has the lowest maximum force?
  C22H22CrN6O2S3